(1)
Below is a molecular structure, C22H27NO2P2V at a distorted geometry, with properties calculated with ωB97M-V with the def2-TZVPD basis set.

Values from the calculation:
Energy above the lowest of the compared OMol25 structures with the same formula, charge and spin in kJ/mol: 0.0
HOMO (alpha / beta) in hartree: -0.369 / -0.412
2S+1: 3
Total charge: +1

Each line ends with the Löwdin charge.
Element x y z (Å)
C -1.11 -5.18 -1.05  -0.03
C -0.85 -3.90 -1.54  -0.26
C -1.85 -2.88 -1.45  -0.20
C -2.87 -3.07 -0.47  -0.19
C -3.08 -4.36 0.09  -0.01
C -2.24 -5.40 -0.24  -0.06
C -3.47 -1.89 -0.04  0.04
C -3.73 -0.91 -1.03  -0.16
C -2.70 -0.71 -1.99  -0.22
C -2.78 0.27 -3.02  -0.21
C -3.97 0.97 -3.15  -0.02
C -5.03 0.76 -2.24  -0.04
C -4.91 -0.14 -1.19  0.01
H -0.37 -5.96 -1.22  0.12
H -3.94 -4.50 0.75  0.12
H -2.40 -6.40 0.15  0.11
H -4.08 -1.92 0.85  0.13
H -4.06 1.73 -3.93  0.12
H -5.94 1.33 -2.38  0.12
H -5.73 -0.31 -0.49  0.13
N -1.56 -1.56 -1.83  -0.07
V -0.45 -0.26 -1.13  0.41
C 0.53 -3.42 -1.72  -0.22
H 0.65 -2.83 -2.64  0.09
H 1.30 -4.20 -1.62  0.10
C -1.53 0.65 -3.81  -0.24
H -1.12 -0.22 -4.36  0.10
H -1.74 1.47 -4.51  0.10
P 0.69 -2.26 -0.19  0.84
P -0.20 1.28 -2.70  0.82
C -0.70 2.97 -2.23  -0.21
H 0.08 3.39 -1.58  0.06
H -0.81 3.59 -3.13  0.06
H -1.65 2.94 -1.68  0.06
C 1.34 1.40 -3.64  -0.22
H 1.28 2.19 -4.40  0.06
H 2.16 1.63 -2.94  0.05
H 1.55 0.43 -4.12  0.05
C 1.63 -3.26 1.01  -0.23
H 2.31 -3.93 0.48  0.06
H 2.19 -2.58 1.67  0.04
H 0.95 -3.84 1.63  0.05
C 2.26 -1.59 -1.10  -0.21
H 2.68 -0.70 -0.64  0.03
H 3.00 -2.40 -1.05  0.07
H 2.07 -1.36 -2.16  0.04
C -1.37 0.63 0.18  -0.20
O -2.02 1.22 0.98  0.13
H -0.63 -2.70 0.60  0.11
C 1.27 0.32 1.67  -0.07
C 1.02 0.74 0.26  -0.46
O 1.62 1.64 -0.32  0.00
H 2.06 -0.45 1.71  0.07
H 0.37 -0.08 2.15  0.09
H 1.63 1.19 2.24  0.10

=====

(2)
Below is a single C21H23N3O3 molecule, with properties calculated with ωB97M-V with the def2-TZVPD basis set.

Values from the calculation:
Energy above the lowest of the compared OMol25 structures with the same formula, charge and spin in kJ/mol: 90.2
HOMO in hartree: -0.285
SMILES: COC(=O)[C@@H](Cc1ccccc1)NC(=O)NCCc1c[nH]c2ccccc12
Total charge: 0

Each line ends with the Löwdin charge.
Element x y z (Å)
C 1.27 0.77 3.24  -0.03
H 2.08 0.07 3.46  0.10
H 0.68 0.98 4.13  0.10
H 1.69 1.69 2.83  0.08
O 0.37 0.19 2.30  -0.04
C 0.92 -0.35 1.21  -0.48
O 2.10 -0.36 0.99  0.13
C -0.14 -1.01 0.33  -0.20
N -1.27 -0.14 0.15  0.12
C -1.95 -0.10 -1.03  -0.57
O -1.63 -0.77 -1.99  0.06
N -3.06 0.71 -1.02  0.06
H -3.11 1.37 -0.25  0.13
C -3.58 1.21 -2.27  -0.18
H -4.66 1.33 -2.19  0.11
H -3.36 0.43 -3.01  0.12
C -2.90 2.53 -2.69  -0.12
C -1.42 2.38 -2.61  -0.20
C -0.60 1.80 -3.53  -0.04
N 0.68 1.73 -3.06  0.10
C 0.71 2.25 -1.79  -0.21
C 1.77 2.39 -0.91  -0.01
C 1.50 2.97 0.31  -0.11
C 0.21 3.39 0.65  -0.10
C -0.84 3.25 -0.22  -0.04
C -0.60 2.67 -1.47  -0.15
H -1.83 3.59 0.05  0.10
H 0.04 3.84 1.62  0.10
H 2.30 3.12 1.02  0.10
H 2.76 2.06 -1.16  0.11
H 1.45 1.31 -3.53  0.16
H -0.84 1.43 -4.51  0.13
H -3.23 3.33 -2.02  0.11
H -3.21 2.78 -3.71  0.11
H -1.59 0.37 0.96  0.14
H 0.29 -1.21 -0.65  0.16
C -0.55 -2.35 1.00  -0.08
C 0.66 -3.19 1.28  -0.24
C 1.19 -3.27 2.55  -0.05
C 2.33 -4.02 2.80  -0.08
C 2.95 -4.69 1.76  -0.09
C 2.43 -4.62 0.48  -0.08
C 1.29 -3.87 0.24  -0.03
H 0.88 -3.81 -0.76  0.12
H 2.91 -5.14 -0.33  0.10
H 3.84 -5.27 1.95  0.10
H 2.74 -4.07 3.80  0.10
H 0.71 -2.75 3.37  0.11
H -1.08 -2.12 1.92  0.12
H -1.23 -2.86 0.31  0.13

=====

(3)
Below is 6 unconnected molecules or ions with the total composition C22H49BrN7O7S at a distorted geometry, with properties calculated with ωB97M-V with the def2-TZVPD basis set.

Values from the calculation:
HOMO in hartree: -0.401
Total charge: +1

Each line ends with the Löwdin charge.
Element x y z (Å)
N -3.36 -3.56 2.38  0.13
C -2.89 -3.64 3.71  -0.50
O -3.63 -3.70 4.66  0.15
C -1.40 -3.67 3.90  -0.09
C -0.89 -2.27 4.10  -0.15
N 0.43 -2.06 3.43  -0.11
C 1.59 -2.16 4.37  -0.05
C 2.59 -1.06 4.20  -0.21
O 2.93 -0.78 2.88  -0.07
C 1.87 -0.81 1.95  -0.29
C 0.51 -0.86 2.53  -1.05
S -0.61 -1.22 1.15  0.88
Br -0.08 0.75 3.40  0.90
H -3.12 -4.42 1.91  0.09
H -2.90 -2.81 1.89  0.04
H -1.16 -4.30 4.72  0.13
H -0.99 -4.13 3.02  0.10
H -0.81 -2.11 5.14  0.13
H -1.62 -1.59 3.74  0.09
H 0.53 -2.85 2.80  0.15
H 2.08 -3.08 4.22  0.14
H 1.27 -2.15 5.38  0.13
H 2.30 -0.17 4.71  0.10
H 3.47 -1.39 4.69  0.13
H 1.92 0.01 1.29  0.12
H 1.98 -1.69 1.34  0.08
H -1.58 -0.32 1.37  -0.14
C 3.66 -1.76 -0.69  -0.35
O 2.46 -2.03 -0.57  -0.04
N 4.21 -0.96 -1.58  -0.18
C 5.65 -0.80 -1.66  -0.05
C 3.37 -0.20 -2.52  -0.02
H 4.41 -2.23 -0.03  0.14
H 5.91 0.25 -1.49  0.09
H 6.00 -1.09 -2.64  0.09
H 6.13 -1.41 -0.91  0.08
H 2.73 0.49 -1.96  0.06
H 2.76 -0.88 -3.11  0.10
H 4.02 0.38 -3.17  0.09
C -1.04 -6.91 1.52  -0.37
O -1.49 -6.88 2.66  0.00
N -1.44 -7.77 0.58  -0.19
C -0.88 -7.77 -0.76  -0.05
C -2.48 -8.73 0.92  -0.03
H -0.25 -6.22 1.17  0.13
H -1.66 -7.58 -1.49  0.09
H -0.42 -8.73 -0.97  0.09
H -0.12 -6.99 -0.84  0.08
H -3.39 -8.21 1.22  0.09
H -2.16 -9.36 1.74  0.10
H -2.69 -9.35 0.05  0.09
C 0.69 2.76 -1.68  -0.34
O 1.71 2.20 -2.04  -0.02
N 0.24 3.90 -2.20  -0.18
C -0.96 4.55 -1.71  -0.04
C 0.98 4.54 -3.28  -0.03
H 0.05 2.37 -0.87  0.13
H -1.70 4.64 -2.52  0.09
H -0.73 5.55 -1.34  0.09
H -1.39 3.96 -0.90  0.08
H 1.05 3.86 -4.13  0.10
H 1.99 4.76 -2.95  0.09
H 0.48 5.45 -3.57  0.06
C 2.31 7.71 -3.41  -0.36
O 1.11 7.63 -3.24  -0.01
N 2.90 8.47 -4.35  -0.19
C 4.34 8.53 -4.50  -0.05
C 2.05 9.25 -5.24  -0.03
H 3.04 7.16 -2.79  0.13
H 4.69 9.55 -4.37  0.09
H 4.63 8.19 -5.50  0.09
H 4.82 7.89 -3.77  0.08
H 1.44 9.95 -4.66  0.09
H 1.38 8.59 -5.79  0.09
H 2.67 9.80 -5.93  0.09
C -4.37 0.79 0.12  -0.34
O -3.46 0.38 0.84  -0.05
N -5.65 0.80 0.47  -0.18
C -6.69 1.28 -0.42  -0.04
C -6.01 0.31 1.79  -0.02
H -4.19 1.17 -0.90  0.14
H -7.21 2.12 0.04  0.09
H -7.41 0.49 -0.62  0.09
H -6.26 1.61 -1.36  0.09
H -5.51 0.89 2.56  0.09
H -5.71 -0.73 1.91  0.09
H -7.09 0.38 1.92  0.09

=====

(4)
Below is a molecular structure, C34H34BN8O3Rh at a distorted geometry, with properties calculated with ωB97M-V with the def2-TZVPD basis set.

Values from the calculation:
Energy above the lowest of the compared OMol25 structures with the same formula, charge and spin in kJ/mol: 9.9
HOMO in hartree: -0.292
Total charge: 0

Each line ends with the Löwdin charge.
Element x y z (Å)
Rh -0.01 -0.01 -0.10  1.19
N -1.00 1.77 -0.12  -0.01
C -0.99 2.49 1.18  -0.09
C -0.77 1.45 2.26  -0.55
O -1.27 1.56 3.37  0.06
N 0.02 0.43 1.85  -0.10
C -0.19 -0.80 2.59  -0.11
C -1.42 -1.41 1.91  -0.57
O -2.23 -2.12 2.46  0.08
O -1.55 -1.05 0.63  -0.20
H -0.67 2.35 -0.87  0.12
H -1.95 1.47 -0.35  0.09
H -1.91 3.04 1.35  0.13
H -0.16 3.17 1.18  0.09
H -0.39 -0.62 3.64  0.12
H 0.66 -1.48 2.47  0.10
C 1.35 0.20 -5.40  -0.01
C 0.36 0.20 -4.28  -0.26
C -0.98 0.54 -4.30  0.03
C -1.44 0.35 -2.99  -0.23
N -0.42 -0.07 -2.22  0.03
N 0.66 -0.16 -3.02  0.04
B 2.02 -0.59 -2.45  -0.51
N 1.88 -1.82 -1.54  0.04
N 0.92 -1.91 -0.57  0.05
C 1.08 -3.11 0.01  -0.22
C 2.17 -3.77 -0.57  0.04
C 2.64 -2.93 -1.56  -0.26
C 3.75 -3.15 -2.52  -0.01
C 0.19 -3.78 0.97  -0.20
C 0.68 -4.21 2.20  -0.05
C -0.12 -4.97 3.04  -0.07
C -1.40 -5.32 2.65  -0.08
C -1.89 -4.90 1.42  -0.08
C -1.10 -4.14 0.58  -0.04
N 2.57 0.56 -1.60  0.04
N 1.82 1.06 -0.59  0.05
C 2.54 2.08 -0.08  -0.22
C 3.72 2.24 -0.81  0.03
C 3.71 1.25 -1.76  -0.26
C 4.74 0.92 -2.79  -0.01
C 2.19 2.95 1.07  -0.21
C 2.15 2.47 2.37  -0.04
C 1.85 3.32 3.42  -0.06
C 1.62 4.67 3.18  -0.08
C 1.71 5.17 1.89  -0.08
C 2.01 4.31 0.84  -0.06
C -2.82 0.54 -2.51  -0.19
C -3.37 -0.27 -1.53  -0.04
C -4.67 -0.06 -1.10  -0.06
C -5.44 0.95 -1.65  -0.08
C -4.90 1.76 -2.65  -0.08
C -3.60 1.56 -3.07  -0.04
H 0.87 0.56 -6.31  0.08
H 1.73 -0.80 -5.59  0.09
H 2.20 0.84 -5.18  0.08
H -1.56 0.85 -5.15  0.11
H 2.76 -0.83 -3.35  0.11
H 2.52 -4.76 -0.34  0.12
H 4.14 -4.16 -2.39  0.08
H 4.57 -2.45 -2.36  0.08
H 3.42 -3.04 -3.55  0.08
H 1.69 -3.95 2.49  0.12
H 0.27 -5.28 4.00  0.10
H -2.03 -5.90 3.31  0.10
H -2.90 -5.16 1.12  0.11
H -1.48 -3.80 -0.37  0.12
H 4.49 2.97 -0.61  0.12
H 5.58 1.59 -2.68  0.08
H 4.35 1.03 -3.80  0.08
H 5.09 -0.10 -2.68  0.07
H 2.32 1.42 2.55  0.12
H 1.79 2.93 4.43  0.11
H 1.38 5.33 4.00  0.10
H 1.56 6.22 1.70  0.10
H 2.07 4.70 -0.18  0.12
H -2.79 -1.07 -1.09  0.09
H -5.08 -0.70 -0.32  0.11
H -6.45 1.11 -1.32  0.10
H -5.49 2.55 -3.09  0.10
H -3.17 2.20 -3.83  0.11

=====

For each record above, in turn, the calculated E values are -73091.2470; -32764.9161; -129242.6548; -57562.8993 eV.